{
  "formula": "C38H53BBr2N3O26S7",
  "method": "ωB97M-V with the def2-TZVPD basis set",
  "max_force_ha_per_bohr": 0.0350,
  "homo_lumo_gap_ev": 5.6921,
  "total_charge": -1,
  "molar_mass_g_mol": 1362.926,
  "lumo_ha": 0.0494,
  "elements": ["Br", "Br", "S", "S", "S", "S", "S", "S", "S", "O", "O", "O", "O", "O", "O", "O", "O", "O", "O", "O", "O", "O", "O", "O", "O", "O", "O", "O", "O", "O", "O", "O", "O", "O", "O", "N", "N", "N", "C", "C", "C", "C", "C", "C", "C", "C", "C", "C", "C", "C", "C", "C", "C", "C", "C", "C", "C", "C", "C", "C", "C", "C", "C", "C", "C", "C", "C", "C", "C", "C", "C", "C", "C", "C", "C", "C", "B", "H", "H", "H", "H", "H", "H", "H", "H", "H", "H", "H", "H", "H", "H", "H", "H", "H", "H", "H", "H", "H", "H", "H", "H", "H", "H", "H", "H", "H", "H", "H", "H", "H", "H", "H", "H", "H", "H", "H", "H", "H", "H", "H", "H", "H", "H", "H", "H", "H", "H", "H", "H", "H"],
  "positions_angstrom": [[-0.85536, 4.01202, 5.56046], [-1.44101, 3.52310, 1.06387], [3.79312, -5.28905, -2.09761], [-3.22918, -4.97090, 6.19863], [-3.31705, 6.66515, -2.66336], [7.80748, -3.09417, -5.76272], [0.30019, 10.25086, -6.70921], [-4.79142, 2.65802, -2.83547], [-5.98157, 1.56189, -0.35818], [2.01319, 1.77848, 5.59215], [-4.48651, 6.12194, -2.08219], [-0.00286, 1.17500, -0.35430], [-2.21164, 1.26579, 3.89070], [-1.11306, 10.97582, -6.89221], [-2.65804, -6.44601, 5.90911], [3.77394, -3.71734, -2.34465], [-4.61223, -5.08746, 6.48761], [0.18687, -1.45186, 1.94738], [-2.73296, -4.07669, 5.22442], [8.30783, -2.09639, -6.63375], [8.42477, -4.51378, -6.15354], [-2.42148, -4.72153, 7.56367], [4.94711, -5.63691, -1.34446], [-2.02379, 6.00386, -2.01571], [6.41263, -3.26674, -5.55754], [-1.34215, 0.49741, 1.86959], [0.47507, 9.28536, -7.73295], [2.49630, -5.70699, -1.70950], [8.52551, -2.94326, -4.34701], [1.27961, 11.24751, -6.46427], [2.19765, 1.08546, -0.03209], [-3.11250, 8.07322, -2.71691], [-3.14600, 6.05781, -4.13230], [4.05655, -5.73221, -3.61483], [-0.03892, 9.48560, -5.35035], [-4.90451, 0.07117, -2.31537], [-0.25420, 1.18108, 5.12204], [-4.66124, -1.63204, -3.71382], [3.65715, -2.53661, 1.33506], [-1.15314, 4.08934, 2.84386], [-1.50255, -6.68531, 6.71696], [-3.43953, -1.12475, 4.66630], [0.29578, -0.58911, 3.07948], [0.91001, 1.46049, 5.32937], [2.55416, -1.75403, 1.62774], [-1.86452, 5.41829, -4.26152], [-2.06471, 10.46254, -5.94519], [-1.34415, -3.59381, 0.61279], [-0.25279, 0.83163, 2.65872], [-4.29783, -2.01701, -2.43614], [4.20117, -3.41419, -3.68630], [-4.44454, 2.12180, 1.90183], [-1.53764, 4.94437, -2.86197], [-5.18315, 1.37534, -1.91082], [5.02243, -1.91653, 1.21101], [0.93719, 1.49553, 1.91463], [-2.92008, -1.10113, 3.41674], [-4.43653, -0.99475, -1.56482], [3.46985, -3.89870, 1.13669], [9.17400, -4.17076, -3.97808], [9.54362, -4.80667, -5.30241], [1.09690, 1.21747, 0.44007], [1.26461, -2.26971, 1.71043], [-1.20674, 5.58057, 3.00871], [-0.77328, -4.62926, 2.91046], [-0.28154, -4.31826, 1.48059], [-5.01633, -0.39358, -3.60302], [-1.22579, 10.04471, -4.75888], [-1.78156, -5.92324, 7.99637], [-0.90914, 1.66329, 3.82792], [-3.88426, 0.69286, 1.82868], [2.18463, -4.41330, 1.20762], [3.79348, -4.62500, -4.49292], [1.06501, -3.63266, 1.47761], [-4.79673, 2.66713, 0.51369], [-0.97140, 3.20795, 3.82613], [-2.55946, 0.36180, 2.72540], [-3.59868, 0.45446, 0.80116], [-1.65374, -4.25331, -0.20012], [-5.27074, 3.64418, 0.54601], [-5.39205, 2.06392, 2.44406], [4.36563, -4.72906, -5.40833], [-4.23320, -0.94987, -0.51162], [-0.07395, 0.28494, -0.72066], [0.03746, -4.49686, 3.62595], [1.88603, 1.24011, 2.37593], [2.70697, -0.69620, 1.79159], [2.72625, -4.61416, -4.72446], [8.46354, -4.78345, -3.42028], [-1.14301, 6.04545, 2.02788], [-2.07481, 4.02762, -2.60993], [-0.35243, 5.93797, 3.57887], [-2.80111, -2.05441, 2.89389], [-3.90010, 2.66452, -0.09832], [-0.87685, -5.68061, 8.54732], [9.68274, -5.88107, -5.23061], [-2.57491, 9.60952, -6.39592], [-2.96747, -0.58399, 5.48061], [10.03804, -3.95845, -3.35551], [-2.23742, -3.34253, 1.17855], [-1.72192, 9.30860, -4.13488], [-3.77460, 2.81686, 2.39977], [-3.94832, -3.00234, -2.18205], [10.43539, -4.34939, -5.73517], [-1.63906, -4.05261, 3.21171], [-0.47407, 4.79616, -2.70191], [-2.14339, 5.90073, 3.46273], [-2.46981, -6.47012, 8.64501], [-2.79196, 11.22953, -5.69609], [-0.93583, 10.90378, -4.15099], [3.72436, -2.49996, -4.02822], [-0.27087, -1.00672, 3.91104], [-1.14392, 6.16014, -4.61327], [-0.12942, -5.27984, 0.99252], [1.33176, -0.52625, 3.41488], [2.03065, -5.47112, 1.04015], [-4.34732, -1.67904, 4.90003], [5.80190, -2.66926, 1.30363], [4.29018, -4.56700, 0.91587], [-4.67636, -0.00395, 2.09730], [-1.07088, -5.67960, 2.95797], [5.11520, -1.50233, 0.20306], [-5.35642, 0.20230, -4.43052], [-0.93350, -2.69770, 0.15758], [5.27639, -3.28128, -3.67651], [-0.62701, -6.29080, 6.19627], [-1.92814, 4.60399, -4.97728], [-1.37936, -7.75239, 6.88032], [0.85361, 2.57946, 2.02180], [5.16378, -1.08857, 1.90108]],
  "atomic_forces_ev_per_a": [[-0.0891, 0.0110, 0.0702], [0.0303, 0.1297, -0.1577], [0.0294, 0.2603, -0.2561], [0.2090, -0.0509, 0.0442], [0.1806, -0.3256, -0.0068], [0.1766, -0.1413, 0.1445], [-0.1658, 0.0071, 0.1588], [0.0640, -0.0424, -0.1491], [0.3236, -0.6336, 0.1769], [-0.5948, -0.5182, -0.0666], [-0.1449, 0.1942, -0.0152], [-0.2619, 0.0522, 0.2424], [-0.0556, 0.5896, -0.5691], [0.0893, 0.1003, 0.1591], [-0.1966, -0.0855, 0.2605], [-0.2811, -0.1429, -0.0892], [-0.0667, -0.0228, -0.0945], [0.4405, -0.1290, 0.1350], [-0.1862, -0.0059, 0.1254], [-0.1097, 0.1044, -0.0071], [-0.1276, -0.0728, 0.1832], [0.1211, -0.0132, -0.1352], [-0.0317, -0.2060, 0.0520], [0.1275, 0.2192, -0.2045], [0.0562, 0.0667, -0.3720], [-0.3280, 0.8241, -0.2925], [0.1296, -0.0362, -0.0196], [0.0302, -0.1189, 0.1499], [0.1866, 0.0397, -0.1597], [0.0645, 0.0366, -0.1254], [0.0521, -0.1346, -0.0516], [-0.0309, 0.1459, 0.0394], [-0.0460, -0.1294, 0.1149], [0.2400, 0.1144, 0.0153], [-0.1719, -0.1193, -0.2116], [-0.3703, 0.1351, -0.0685], [1.0709, 0.4947, -0.5248], [-0.0537, -0.3384, 0.0807], [0.2380, -0.2639, 0.1883], [-0.0685, -0.0969, 0.1631], [0.3568, 0.1785, -0.1275], [-0.0293, -0.3368, -0.4357], [-0.0558, 0.5632, 1.0029], [0.1750, 0.4829, 0.2407], [-0.0527, 0.2991, 0.1334], [0.3397, 0.1742, -0.0576], [-0.1702, -0.3514, -0.0522], [0.1734, -0.3620, -0.1327], [-0.0121, -1.5851, -0.8525], [0.1545, -0.0584, 0.1436], [0.2101, 0.0687, 0.0521], [-0.9476, -0.7636, -0.6303], [-0.2152, -0.4564, 0.0300], [0.1478, 0.5259, 0.1270], [-0.2694, 0.0239, -0.5962], [-0.9346, 0.8406, -0.0413], [1.0412, 0.3408, 0.6360], [-0.1867, -0.2399, 0.2736], [-0.3463, 0.0487, 0.1113], [-0.1856, -0.3323, 0.1624], [0.3422, 0.1724, -0.0242], [0.6886, -0.2003, -0.0500], [0.2460, -0.1494, -0.0614], [0.1177, 0.0715, -0.5546], [0.1027, -0.3572, -0.2610], [-0.4391, 0.2621, -0.0246], [0.2259, -0.0972, -0.5316], [-0.0547, 0.3468, 0.2686], [-0.1580, -0.2528, 0.1737], [-0.9901, -0.9011, 1.1359], [0.4136, 0.3087, 0.3685], [0.0761, 0.0422, 0.0320], [-0.3994, 0.0934, -0.0851], [-0.1078, -0.1895, -0.2296], [-0.0147, 0.0820, 0.1347], [0.9017, 0.1431, -0.1014], [0.7352, -1.0253, 0.6245], [0.1145, 0.0779, -0.0915], [-0.0549, 0.0031, -0.0490], [0.2596, 0.1970, -0.0591], [0.1574, 0.3111, 0.4212], [0.1476, -0.1594, 0.0946], [-0.0975, 0.2192, 0.0697], [0.0320, 0.0253, -0.1433], [-0.0719, 0.1081, 0.1504], [0.0252, -0.0949, 0.0612], [0.0025, 0.0540, -0.0770], [0.0020, 0.0296, 0.0151], [0.0087, -0.0121, -0.0097], [-0.0785, 0.0214, -0.0515], [0.0076, 0.0004, -0.0276], [-0.1181, 0.0061, 0.2712], [-1.5087, 0.1660, -0.7496], [-0.0569, 0.2763, -0.1761], [-0.0157, 0.1897, -0.0501], [-0.2001, -0.0379, -0.1100], [-0.0024, -0.0076, 0.0242], [-0.8176, 1.2214, -0.2561], [-0.0235, 0.2170, -0.0338], [0.0269, 0.2007, 0.0665], [0.1374, -0.1858, -0.0182], [-0.0307, 0.1055, 0.0744], [0.0419, -0.0974, -0.2045], [0.0108, -0.0014, 0.0321], [0.1191, 0.2865, 0.0308], [0.0079, 0.1991, 0.1675], [0.0377, 0.0032, 0.2123], [0.0215, -0.0280, -0.0081], [0.1150, 0.1505, -0.1076], [-0.0110, 0.0075, -0.0131], [-0.1221, 0.0085, 0.1887], [-0.3114, -0.0421, -0.1709], [0.0128, -0.0193, 0.0021], [0.2547, -0.0495, 0.0234], [0.0715, -0.0359, -0.0283], [0.0053, -0.0553, -0.0644], [0.7517, -1.1058, 0.4468], [0.1010, 0.0394, 0.2430], [0.1539, 0.0829, 0.0073], [-0.0789, -0.0621, -0.1046], [-0.0847, -0.0327, 0.1048], [0.0783, 0.0911, -0.0101], [-0.0811, 0.3113, 0.1607], [-0.1293, 0.1625, 0.0561], [0.0370, -0.0009, -0.0023], [0.0191, 0.0022, 0.0429], [-0.2282, 0.0080, 0.0026], [-0.1832, -0.0393, -0.0942], [0.0736, 0.0526, -0.1564], [0.1145, -0.0753, 0.1691]],
  "lowdin_charge": [0.86, 1.02, 0.58, 0.61, 0.58, 0.61, 0.59, 0.71, 0.92, 0.14, -0.22, 0.04, 0.04, -0.19, -0.19, -0.18, -0.22, -0.02, -0.21, -0.20, -0.18, -0.18, -0.23, -0.19, -0.22, -0.01, -0.22, -0.21, -0.18, -0.22, 0.10, -0.24, -0.20, -0.19, -0.19, -0.14, 0.18, 0.06, -0.27, -0.71, -0.17, -0.04, -0.08, -0.39, 0.03, -0.15, -0.15, -0.04, -0.34, -0.14, -0.16, -0.27, -0.16, -1.06, -0.04, -0.03, -0.05, -0.06, -0.06, -0.15, -0.16, -0.51, -0.19, -0.19, -0.05, -0.33, -0.20, -0.15, -0.17, -0.41, -0.11, -0.04, -0.16, -0.13, -0.46, -0.53, -0.77, 0.07, 0.07, 0.07, 0.11, 0.12, 0.10, 0.13, 0.08, 0.12, 0.10, 0.13, 0.14, 0.05, 0.10, 0.06, 0.06, 0.02, 0.13, 0.14, 0.13, 0.05, 0.14, 0.06, 0.10, 0.07, 0.09, 0.13, 0.04, 0.14, 0.08, 0.13, 0.14, 0.14, 0.14, 0.13, 0.13, 0.11, 0.12, 0.11, 0.04, 0.07, 0.09, 0.09, 0.07, 0.08, 0.11, 0.07, 0.10, 0.13, 0.14, 0.13, 0.09, 0.08]
}